# 1
ORCA calculation (ωB97M-V/def2-TZVPD) on 2 unconnected molecules or ions with the total composition C20H25BrN3O8PS2.

Geometry as XYZ:
```
60
Properties=species:S:1:pos:R:3
C 0.517 -1.084 2.180
C 0.130 -1.104 1.058
C -0.391 -1.110 -0.295
C -0.375 0.297 -1.004
C -1.789 0.539 -1.538
C -2.180 1.986 -1.850
C -3.704 2.137 -1.849
C -4.379 1.323 -2.977
C -4.041 3.636 -1.997
O -0.155 1.268 0.050
S 0.894 2.398 -0.297
O 1.935 2.288 0.658
O 0.344 3.689 -0.510
O 1.208 1.839 -1.760
C 0.809 0.472 -1.990
C 1.944 -0.542 -1.858
C 3.351 -0.111 -2.280
S 4.279 0.936 -1.112
C 4.459 2.415 -1.992
N 5.495 2.745 -2.720
N 5.263 4.003 -3.193
C 4.101 4.359 -2.723
O 3.538 3.411 -1.962
P 0.203 0.455 -3.848
O 1.440 -0.256 -4.646
Br 0.475 2.579 -4.495
H 0.750 -0.755 3.161
H -1.411 -1.468 -0.222
H 0.155 -1.848 -0.876
H -2.520 0.149 -0.839
H -1.928 -0.035 -2.451
H -1.807 2.678 -1.109
H -1.848 2.297 -2.837
H -4.101 1.851 -0.879
H -5.125 0.658 -2.551
H -3.664 0.705 -3.510
H -4.887 1.986 -3.664
H -3.232 4.247 -1.607
H -4.964 3.887 -1.486
H -4.179 3.911 -3.040
H 1.681 -1.373 -2.512
H 2.006 -0.964 -0.859
H 3.940 -1.018 -2.352
H 3.395 0.358 -3.253
H 3.639 5.308 -2.904
H 2.141 0.386 -4.826
C 1.275 -5.421 6.407
C 1.602 -4.221 5.789
C 0.600 -3.366 5.360
C -0.718 -3.727 5.561
C -1.063 -4.919 6.169
C -0.056 -5.770 6.593
N -1.788 -2.815 5.124
O -1.466 -1.783 4.574
O -2.933 -3.153 5.340
H 2.059 -6.085 6.744
H 2.638 -3.950 5.642
H 0.849 -2.434 4.879
H -2.100 -5.183 6.313
H -0.310 -6.705 7.072
```

The calculation puts the energy at -142991.646 eV. The total charge is 0.

# 2
ORCA calculation (ωB97M-V/def2-TZVPD) on a molecular structure, C34H57HgN3O3Si.

Geometry as XYZ:
```
99
Properties=species:S:1:pos:R:3
O -2.136 0.183 -2.493
O -2.177 -2.204 -2.751
C -3.493 0.522 -1.965
C -3.669 2.020 -1.924
H -3.525 0.056 -0.967
H -4.229 0.037 -2.624
H -2.944 2.495 -1.244
H -4.673 2.216 -1.530
H -3.609 2.468 -2.928
C -1.876 0.525 -3.928
C -2.986 0.032 -4.825
H -0.905 0.047 -4.141
H -1.770 1.616 -3.945
H -3.201 -1.038 -4.664
H -2.654 0.158 -5.862
H -3.912 0.613 -4.693
C -0.942 -2.856 -3.262
C -3.262 -2.984 -2.131
C -1.082 -3.085 -4.748
H -0.798 -3.782 -2.684
H -0.134 -2.147 -3.025
H -1.938 -3.742 -4.962
H -0.170 -3.576 -5.103
H -1.193 -2.132 -5.293
C -4.015 -3.746 -3.199
H -3.899 -2.234 -1.639
H -2.815 -3.630 -1.357
H -4.315 -3.080 -4.028
H -4.923 -4.160 -2.743
H -3.412 -4.582 -3.582
H -2.090 -0.978 -2.494
N 0.641 2.119 2.113
C 1.288 1.595 3.140
C 2.081 0.393 3.180
C 2.671 -0.508 2.237
C 1.089 2.356 4.443
H 0.057 2.245 4.819
H 1.283 3.423 4.263
H 1.782 1.993 5.205
C 3.453 -1.709 2.766
H 4.506 -1.649 2.445
H 3.023 -2.633 2.343
H 3.420 -1.760 3.859
N 2.671 -0.415 0.912
C -0.220 3.246 2.103
C -1.635 3.136 2.247
C -2.302 1.835 2.571
C -2.419 4.286 2.160
H -3.489 4.206 2.324
C -1.894 5.540 1.860
H -2.503 6.442 1.806
C -0.534 5.639 1.674
H -0.052 6.557 1.351
C 0.294 4.550 1.909
C 1.733 4.837 1.768
C 3.743 -0.755 0.075
C 3.643 -1.830 -0.837
C 2.535 -2.823 -0.709
C 4.643 -1.981 -1.791
H 4.613 -2.855 -2.431
C 5.677 -1.057 -1.956
H 6.433 -1.171 -2.744
C 5.739 0.028 -1.083
H 6.390 0.882 -1.285
C 4.881 0.091 0.022
C 4.948 1.189 1.016
Hg 0.798 0.960 -0.081
H -3.018 1.532 1.795
H -2.880 1.915 3.503
H -1.571 1.033 2.684
H 2.412 4.102 2.204
H 1.973 5.878 2.042
H 1.909 4.784 0.699
H 2.342 -3.298 -1.678
H 1.610 -2.361 -0.354
H 2.823 -3.603 0.011
H 3.917 1.512 1.143
H 5.444 2.040 0.574
H 5.326 0.962 2.016
H 2.336 0.122 4.219
C -0.695 -0.644 0.391
Si -0.962 -1.869 1.786
H -1.658 -0.065 0.318
H -0.674 -1.245 -0.560
C -2.843 -2.093 2.042
C -0.400 -1.575 3.558
C -0.278 -3.592 1.389
H -0.437 -3.880 0.342
H -0.745 -4.381 1.999
H 0.801 -3.660 1.589
H -3.369 -1.132 2.123
H -3.084 -2.636 2.968
H -3.334 -2.660 1.240
H -0.553 -0.537 3.878
H 0.659 -1.827 3.697
H -0.962 -2.209 4.265
O 4.079 4.055 0.141
C 3.249 3.273 -0.262
N 2.344 2.626 -0.722
```

The calculation puts the energy at -58844.479 eV. The total charge is 0.

# 3
ORCA calculation (ωB97M-V/def2-TZVPD) on a molecular structure, C30H18IrN9S.

Geometry as XYZ:
```
59
Properties=species:S:1:pos:R:3
Ir -0.069 -0.090 -0.088
C -1.795 1.662 -3.651
C -0.794 2.424 -4.226
C 0.400 2.543 -3.542
C 0.604 1.881 -2.336
N -0.371 1.091 -1.792
C -1.549 1.032 -2.451
N 1.831 2.143 -1.760
C 2.305 1.717 -0.668
N 1.682 0.832 0.234
C 2.555 0.578 1.229
N 2.373 -0.256 2.248
C 1.332 -1.047 2.499
C 1.470 -1.794 3.692
C 0.467 -2.646 4.124
C -0.672 -2.719 3.355
C -0.765 -1.958 2.180
N 0.187 -1.148 1.723
C 3.778 1.334 1.049
C 4.929 1.413 1.820
C 5.934 2.253 1.357
C 5.786 2.970 0.170
C 4.626 2.879 -0.605
C 3.632 2.051 -0.137
H -2.767 1.556 -4.113
H -0.946 2.931 -5.170
H 1.211 3.159 -3.900
H -2.345 0.479 -1.987
H 2.388 -1.655 4.246
H 0.575 -3.222 5.034
H -1.505 -3.350 3.635
H -1.672 -2.026 1.603
H 5.037 0.848 2.737
H 6.849 2.357 1.924
H 6.591 3.617 -0.153
H 4.514 3.431 -1.528
S -2.583 -5.881 -3.983
N -3.398 -4.873 -3.036
C -2.519 -4.015 -2.546
C -2.817 -2.914 -1.649
C -4.088 -2.579 -1.170
C -4.225 -1.481 -0.336
C -3.099 -0.739 0.009
N -1.883 -1.062 -0.440
C -1.742 -2.125 -1.255
C -0.393 -2.372 -1.703
N 0.571 -1.526 -1.240
C 1.835 -1.682 -1.639
C 2.196 -2.698 -2.519
C 1.238 -3.568 -2.991
C -0.089 -3.409 -2.574
C -1.195 -4.252 -2.997
N -1.100 -5.283 -3.819
H -4.941 -3.178 -1.462
H -5.192 -1.188 0.047
H -3.175 0.132 0.650
H 2.571 -0.999 -1.244
H 3.231 -2.787 -2.816
H 1.487 -4.370 -3.676
```

The expectation value of S² is 0.80. The multiplicity is 2. The calculation puts the energy at -58463.658 eV. The total charge is +3.

# 4
ORCA calculation (ωB97M-V/def2-TZVPD) on a molecular structure, C32H84As2F12N5O5.

Geometry as XYZ:
```
140
Properties=species:S:1:pos:R:3
C 13.987 -14.561 -12.991
C 13.899 -13.411 -14.037
N 14.213 -12.097 -13.344
C 13.611 -11.034 -14.217
C 13.528 -11.941 -11.924
C 12.006 -12.321 -11.858
C 15.720 -11.882 -13.064
C 16.657 -11.949 -14.275
O 16.168 -11.152 -15.355
C 17.103 -10.692 -16.286
H 13.213 -14.517 -12.225
H 14.879 -14.534 -12.365
H 13.965 -15.517 -13.515
H 12.924 -13.244 -14.493
H 14.651 -13.497 -14.822
H 13.857 -10.079 -13.751
H 12.527 -11.133 -14.262
H 13.954 -11.065 -15.251
H 13.585 -10.906 -11.586
H 14.159 -12.572 -11.297
H 11.409 -11.478 -12.205
H 11.730 -12.623 -10.848
H 11.717 -13.088 -12.576
H 16.124 -12.563 -12.315
H 15.753 -10.844 -12.736
H 16.718 -12.972 -14.644
H 17.616 -11.559 -13.933
H 17.692 -11.416 -16.850
H 17.906 -10.109 -15.836
H 16.554 -10.054 -16.980
C 10.767 -19.517 -7.783
C 11.882 -20.430 -8.172
N 13.350 -19.915 -7.906
C 14.340 -21.003 -8.376
C 13.682 -18.612 -8.757
C 15.124 -18.107 -8.587
C 13.490 -19.703 -6.373
C 13.066 -20.954 -5.459
O 13.968 -21.970 -5.763
C 13.847 -23.152 -4.986
H 9.835 -20.066 -7.912
H 10.745 -18.679 -8.479
H 10.725 -19.061 -6.794
H 11.907 -20.597 -9.249
H 11.821 -21.426 -7.732
H 14.034 -22.038 -8.225
H 15.319 -20.855 -7.919
H 14.489 -20.741 -9.423
H 13.080 -17.778 -8.397
H 13.339 -18.872 -9.759
H 15.108 -17.112 -9.031
H 15.839 -18.779 -9.062
H 15.364 -17.921 -7.540
H 12.954 -18.792 -6.107
H 14.519 -19.375 -6.228
H 12.058 -21.369 -5.492
H 13.196 -20.579 -4.444
H 12.819 -23.417 -4.737
H 14.375 -23.169 -4.033
H 14.280 -24.030 -5.465
C 3.207 -20.135 -11.861
C 4.689 -20.394 -11.748
N 5.497 -19.357 -10.924
C 6.915 -19.896 -10.797
C 5.559 -17.901 -11.595
C 5.968 -17.842 -13.108
C 4.972 -19.235 -9.436
C 5.285 -17.829 -8.697
O 6.632 -17.548 -8.723
C 7.433 -17.862 -7.618
H 2.681 -20.826 -12.521
H 3.083 -19.097 -12.171
H 2.569 -20.099 -10.978
H 5.104 -20.346 -12.754
H 4.812 -21.338 -11.216
H 7.307 -19.964 -11.811
H 6.990 -20.776 -10.157
H 7.481 -19.090 -10.329
H 6.308 -17.319 -11.059
H 4.531 -17.579 -11.427
H 5.364 -18.501 -13.732
H 6.943 -18.312 -13.241
H 5.928 -16.828 -13.505
H 5.320 -20.115 -8.896
H 3.888 -19.355 -9.456
H 4.966 -17.953 -7.662
H 4.780 -16.951 -9.100
H 8.491 -17.604 -7.636
H 7.293 -18.928 -7.440
H 7.108 -17.397 -6.687
C 8.607 -14.700 -7.290
C 7.566 -14.511 -8.414
C 6.221 -14.098 -7.661
O 6.329 -12.717 -7.201
C 5.202 -11.871 -7.198
N 7.951 -13.435 -9.393
H 8.618 -13.707 -10.100
H 7.070 -13.235 -9.846
H 8.143 -12.562 -8.922
H 9.612 -14.894 -7.665
H 8.319 -15.481 -6.586
H 8.718 -13.803 -6.681
H 7.520 -15.456 -8.955
H 6.054 -14.815 -6.857
H 5.394 -14.113 -8.372
H 4.907 -11.530 -8.190
H 5.329 -10.982 -6.580
H 4.403 -12.491 -6.791
C 14.007 -20.321 -12.727
C 12.532 -19.988 -13.147
C 12.347 -18.563 -13.769
O 12.781 -18.530 -15.170
C 12.450 -17.338 -15.888
N 12.003 -21.027 -14.101
H 12.111 -20.824 -15.084
H 12.296 -21.957 -13.837
H 11.000 -20.925 -14.046
H 14.033 -21.256 -12.167
H 14.559 -19.616 -12.107
H 14.651 -20.511 -13.586
H 11.792 -19.901 -12.352
H 12.832 -17.799 -13.162
H 11.305 -18.243 -13.765
H 12.734 -16.354 -15.515
H 11.419 -17.374 -16.241
H 12.866 -17.501 -16.882
As 10.628 -16.242 -11.018
F 9.630 -14.725 -11.249
F 11.909 -15.184 -10.210
F 11.774 -17.615 -10.815
F 9.423 -17.306 -11.782
F 11.289 -15.894 -12.662
F 9.879 -16.547 -9.453
As 5.583 -13.171 -12.317
F 5.494 -12.229 -13.858
F 7.176 -13.949 -12.739
F 5.479 -14.162 -10.783
F 4.103 -12.317 -11.741
F 4.663 -14.461 -13.174
F 6.507 -11.897 -11.442
```

The expectation value of S² is 0.75. The multiplicity is 2. The calculation puts the energy at -206506.423 eV. The total charge is +2.